1.
C28H49N13O30 | ωB97M-V/def2-TZVPD

Each line ends with the Mulliken charge.
Atoms and positions in Å:
O1 4.118 4.051 4.263  -0.65
C1 3.711 3.018 3.746  0.22
C2 4.513 1.757 3.743  0.52
C3 5.853 1.821 4.035  -0.62
C4 6.566 0.638 4.036  -0.49
C5 5.936 -0.562 3.785  -0.61
C6 4.593 -0.597 3.498  -0.25
C7 3.862 0.570 3.459  -0.36
C8 2.386 0.540 3.113  0.69
O2 1.857 -0.561 3.056  -0.66
C9 1.674 1.833 2.849  0.03
C10 0.384 1.924 2.327  1.05
C11 -0.468 0.691 2.009  0.30
O3 -1.350 0.453 3.100  -0.28
O4 -0.943 -0.734 3.763  -0.42
C12 -0.206 3.141 2.073  -0.52
C13 0.464 4.315 2.341  -0.94
C14 1.726 4.243 2.885  -0.57
C15 2.325 3.040 3.133  0.05
H1 6.366 2.749 4.265  0.47
H2 7.632 0.691 4.240  0.38
H3 6.495 -1.486 3.817  0.52
H4 4.060 -1.522 3.304  0.65
H5 0.119 -0.175 1.719  -0.27
H6 -1.095 0.958 1.142  -0.02
H7 -1.337 -0.720 4.646  0.32
H8 -1.214 3.144 1.671  0.52
H9 -0.014 5.270 2.140  0.42
H10 2.266 5.156 3.125  0.49
C16 -3.258 -3.014 3.697  -0.27
N1 -4.650 -3.164 4.197  1.01
O5 -5.403 -3.882 3.563  -0.58
O6 -4.949 -2.561 5.205  -0.58
H11 -3.145 -3.606 2.799  0.03
H12 -3.095 -1.961 3.486  0.19
H13 -2.590 -3.366 4.478  0.28
C17 4.447 -5.039 1.902  -0.61
N2 5.307 -3.827 1.852  0.97
O7 5.646 -3.332 2.908  -0.52
O8 5.613 -3.415 0.753  -0.58
H14 4.258 -5.290 2.941  0.32
H15 3.520 -4.806 1.385  0.25
H16 4.984 -5.838 1.406  0.13
C18 -2.211 1.896 -2.609  -0.81
N3 -1.781 2.431 -1.289  1.24
O9 -2.224 1.907 -0.281  -0.69
O10 -1.011 3.367 -1.297  -0.58
H17 -2.893 1.070 -2.444  0.23
H18 -2.700 2.702 -3.139  0.39
H19 -1.323 1.563 -3.131  0.15
C19 6.374 -9.027 0.022  -0.74
N4 5.504 -8.554 1.134  0.78
O11 4.362 -8.950 1.164  -0.51
O12 6.008 -7.795 1.941  -0.41
H20 5.794 -9.689 -0.611  0.30
H21 6.704 -8.151 -0.529  0.30
H22 7.215 -9.550 0.466  0.29
C20 1.115 4.426 -4.866  -0.59
N5 0.103 3.404 -4.489  0.99
O13 -1.034 3.783 -4.296  -0.49
O14 0.483 2.254 -4.399  -0.56
H23 0.631 5.400 -4.908  0.16
H24 1.893 4.407 -4.107  0.31
H25 1.512 4.147 -5.839  0.30
C21 -1.422 8.387 -6.913  -0.82
N6 -0.233 7.543 -6.621  0.93
O15 -0.104 7.117 -5.488  -0.61
O16 0.535 7.333 -7.534  -0.56
H26 -2.009 8.485 -6.014  0.37
H27 -1.060 9.355 -7.247  0.28
H28 -1.990 7.889 -7.695  0.31
C22 -3.162 -5.780 0.151  -0.77
N7 -2.360 -4.527 0.165  0.89
O17 -2.078 -4.049 1.250  -0.59
O18 -2.041 -4.065 -0.906  -0.51
H29 -3.371 -6.070 1.175  0.30
H30 -4.081 -5.573 -0.389  0.31
H31 -2.573 -6.539 -0.356  0.30
C23 -8.469 -3.732 3.904  -0.60
N8 -9.466 -4.532 3.141  0.88
O19 -9.070 -5.526 2.568  -0.53
O20 -10.612 -4.134 3.145  -0.55
H32 -7.498 -4.202 3.813  0.29
H33 -8.457 -2.733 3.477  0.25
H34 -8.792 -3.709 4.941  0.28
C24 0.300 10.840 -3.319  -0.74
N9 -0.595 10.674 -4.496  0.90
O21 -1.477 9.844 -4.420  -0.51
O22 -0.378 11.382 -5.457  -0.53
H35 -0.013 10.146 -2.547  0.32
H36 1.313 10.627 -3.647  0.29
H37 0.205 11.868 -2.981  0.29
C25 -6.760 -0.247 -2.500  -0.79
N10 -5.838 0.749 -3.110  0.88
O23 -6.002 1.916 -2.831  -0.50
O24 -4.977 0.318 -3.852  -0.45
H38 -7.467 0.279 -1.868  0.32
H39 -7.269 -0.760 -3.310  0.30
H40 -6.155 -0.936 -1.917  0.30
C26 -4.313 1.895 -6.498  -0.61
N11 -4.894 2.350 -7.790  0.92
O25 -4.927 1.554 -8.705  -0.55
O26 -5.298 3.493 -7.837  -0.54
H41 -3.997 0.863 -6.602  0.32
H42 -3.466 2.538 -6.276  0.22
H43 -5.083 1.988 -5.740  0.23
C27 7.632 -6.636 5.022  -0.71
N12 6.498 -5.812 5.525  0.92
O27 5.375 -6.147 5.208  -0.52
O28 6.780 -4.862 6.220  -0.53
H44 7.234 -7.444 4.419  0.25
H45 8.269 -5.987 4.428  0.28
H46 8.163 -7.021 5.887  0.32
C28 1.073 -1.637 -0.593  -0.67
N13 0.486 -1.167 -1.876  0.99
O29 0.443 -1.956 -2.794  -0.59
O30 0.087 -0.020 -1.917  -0.55
H47 1.380 -2.670 -0.712  0.28
H48 1.925 -1.000 -0.369  0.34
H49 0.305 -1.547 0.169  0.20

Computed properties:
Energy relative to the best compared isomer or geometry (same formula, charge and spin) (kcal per mole): 0.0
Highest occupied orbital energy (Ha): -0.333

***

2.
CH6NP | ωB97M-V/def2-TZVPD

Each line ends with the natural charge from an NBO analysis.
Atoms and positions in Å:
C1 1.097 0.465 -0.479  -0.99
N1 -1.226 -0.783 -0.279  -1.15
P1 -0.675 0.780 -0.079  0.85
H1 1.163 0.210 -1.540  0.24
H2 1.509 -0.346 0.118  0.23
H3 1.665 1.374 -0.305  0.24
H4 -2.195 -0.934 -0.041  0.40
H5 -0.645 -1.560 0.012  0.39
H6 -0.694 0.795 2.593  -0.21

Computed properties:
Energy relative to the best compared isomer or geometry (same formula, charge and spin) (kcal per mole): 62.1
Highest occupied orbital energy (spin up / spin down) (Ha): -0.332 / -0.265

***

3.
C3H5N3O | ωB97M-V/def2-TZVPD

Each line ends with the natural charge from an NBO analysis.
Atoms and positions in Å:
N1 -0.691 -1.784 1.272  -0.70
C1 -0.369 -0.918 0.400  0.43
C2 -0.736 0.478 0.826  -0.32
N2 0.226 1.249 0.037  -0.61
C3 0.691 0.378 -0.906  0.72
O1 1.456 0.868 -1.879  -0.65
N3 0.397 -0.885 -0.777  -0.61
H1 -0.658 0.267 1.903  0.26
H2 -0.512 -2.756 1.080  0.35
H3 -1.768 0.751 0.587  0.21
H4 0.204 2.244 -0.142  0.41
H5 1.760 0.107 -2.401  0.51

Computed properties:
Energy relative to the best compared isomer or geometry (same formula, charge and spin) (kcal per mole): 26.2
Highest occupied orbital energy (Ha): -0.332
SMILES: [H]/N=C1/CNC(O)=N1

***

4.
C23H77N25O14 | ωB97M-V/def2-TZVPD

Each line ends with the Mulliken charge.
Atoms and positions in Å:
C1 1.456 -0.763 -5.510  -0.84
C2 0.539 -0.471 -6.721  0.21
C3 -0.760 -1.255 -6.611  -0.20
O1 -1.631 -0.984 -7.678  -0.41
C4 -2.743 -0.187 -7.292  -0.64
N1 0.264 0.986 -6.699  -0.61
H1 2.345 -0.133 -5.584  0.35
H2 1.843 -1.785 -5.456  0.47
H3 0.921 -0.544 -4.583  -0.14
H4 1.115 -0.767 -7.597  0.33
H5 -1.254 -1.145 -5.639  -0.17
H6 -0.430 -2.303 -6.621  0.40
H7 -2.468 0.824 -6.982  0.21
H8 -3.292 -0.706 -6.503  0.32
H9 -3.348 -0.115 -8.195  0.26
H10 1.138 1.441 -6.939  0.29
H11 0.057 1.266 -5.748  0.16
C5 0.773 0.375 0.168  -0.96
C6 1.068 -1.114 0.016  1.45
C7 0.461 -1.769 -1.223  -0.82
O2 -0.934 -1.565 -1.273  1.45
C8 -1.513 -2.027 -2.488  -0.38
N2 2.514 -1.342 -0.020  -0.54
H12 0.629 0.780 1.165  -0.19
H13 -0.071 0.707 -0.440  -0.48
H14 1.598 0.950 -0.273  0.33
H15 0.732 -1.587 0.944  0.04
H16 0.717 -2.830 -1.277  0.33
H17 0.941 -1.231 -2.058  -0.38
H18 -1.127 -1.357 -3.272  -0.50
H19 -2.576 -1.806 -2.551  0.11
H20 -1.284 -3.070 -2.701  0.50
H21 2.740 -2.243 0.385  0.28
H22 2.978 -1.320 -0.920  0.19
C9 -0.251 6.887 7.839  -1.45
C10 -0.293 5.539 7.143  0.32
C11 -0.149 5.733 5.622  -0.69
O3 -0.258 4.454 5.030  -0.21
C12 0.324 4.365 3.759  -0.46
N3 0.840 4.752 7.662  -0.72
H23 0.730 7.371 7.861  0.33
H24 -0.390 6.795 8.920  0.39
H25 -1.033 7.521 7.420  0.36
H26 -1.226 4.993 7.282  0.34
H27 0.833 6.193 5.459  0.34
H28 -0.969 6.345 5.229  0.33
H29 0.052 5.201 3.108  0.68
H30 -0.060 3.490 3.228  -0.17
H31 1.404 4.172 3.782  0.32
H32 1.678 5.301 7.480  0.30
H33 0.949 3.941 7.056  0.24
C13 -3.656 -1.938 1.164  0.39
O4 -4.206 -2.375 0.157  -0.69
N4 -4.314 -1.693 2.336  -0.33
N5 -2.361 -1.534 1.194  0.46
H34 -3.812 -1.424 3.161  0.15
H35 -5.315 -1.707 2.329  0.23
H36 -1.848 -1.448 0.327  -0.41
H37 -1.905 -1.204 2.032  0.04
C14 -0.187 3.995 0.228  0.40
O5 -0.580 2.958 0.754  -0.28
N6 0.003 5.130 0.966  -0.35
N7 -0.187 4.144 -1.115  -0.24
H38 0.185 6.003 0.503  0.11
H39 0.158 5.105 1.955  -0.03
H40 -0.100 5.028 -1.583  0.20
H41 -0.538 3.385 -1.682  -0.06
C15 -3.576 1.836 2.240  0.48
O6 -2.841 2.094 3.187  -0.82
N8 -4.881 1.463 2.393  -0.39
N9 -3.161 1.895 0.940  -0.05
H42 -5.460 1.331 1.586  0.19
H43 -5.171 1.164 3.304  0.24
H44 -3.740 1.434 0.261  0.18
H45 -2.204 2.152 0.750  0.07
C16 0.096 -0.048 4.356  0.74
O7 -0.431 -1.035 3.819  -0.69
N10 1.252 -0.182 5.065  -0.32
N11 -0.465 1.173 4.423  0.04
H46 1.667 0.596 5.543  0.09
H47 1.819 -1.007 4.991  0.13
H48 -1.409 1.441 4.172  0.19
H49 -0.037 1.881 4.999  -0.06
C17 -2.582 2.057 -3.203  0.17
O8 -3.719 1.734 -2.919  -0.70
N12 -1.474 1.328 -2.831  0.90
N13 -2.269 3.068 -4.083  -0.23
H50 -0.560 1.539 -3.189  -0.01
H51 -1.488 0.769 -1.992  -0.69
H52 -1.301 3.231 -4.299  0.18
H53 -3.046 3.427 -4.604  0.25
C18 4.590 -2.562 -2.502  0.55
O9 4.183 -1.928 -3.458  -0.61
N14 4.322 -3.885 -2.345  -0.35
N15 5.470 -2.053 -1.586  -0.34
H54 3.755 -4.294 -3.065  0.21
H55 4.685 -4.458 -1.610  0.15
H56 5.792 -1.110 -1.693  0.21
H57 5.767 -2.549 -0.768  0.15
C19 4.729 -1.871 3.873  0.57
O10 3.707 -1.880 4.561  -0.79
N16 5.738 -2.764 4.044  -0.43
N17 4.944 -0.922 2.925  -0.35
H58 6.662 -2.537 3.729  0.18
H59 5.586 -3.432 4.781  0.28
H60 5.683 -1.034 2.255  0.16
H61 4.273 -0.192 2.770  0.20
C20 1.990 3.043 -3.957  0.40
O11 0.864 2.600 -4.105  -0.45
N18 2.839 3.424 -4.975  -0.51
N19 2.553 3.206 -2.721  -0.35
H62 3.828 3.279 -4.874  0.18
H63 2.527 3.394 -5.930  0.26
H64 3.454 3.638 -2.651  0.19
H65 1.914 3.174 -1.943  0.19
C21 2.034 -4.379 2.387  0.50
O12 1.357 -4.796 1.441  -0.79
N20 3.368 -4.746 2.436  -0.42
N21 1.689 -3.434 3.281  -0.12
H66 3.650 -5.323 1.669  0.21
H67 3.982 -4.235 3.042  0.18
H68 2.440 -2.933 3.743  0.22
H69 0.747 -3.075 3.199  0.14
C22 -1.631 -5.888 0.132  0.50
O13 -2.812 -6.032 -0.168  -0.73
N22 -1.050 -4.668 0.211  -0.06
N23 -0.811 -6.934 0.463  -0.36
H70 -0.101 -4.616 0.596  0.54
H71 -1.439 -3.872 -0.263  -0.22
H72 -1.266 -7.822 0.364  0.22
H73 0.120 -6.783 0.803  0.19
C23 -4.973 -3.942 -2.963  0.51
O14 -5.034 -4.340 -4.123  -0.73
N24 -5.678 -2.847 -2.518  -0.28
N25 -4.252 -4.527 -1.982  -0.14
H74 -6.422 -2.507 -3.092  0.18
H75 -5.524 -2.630 -1.547  0.28
H76 -4.283 -4.247 -1.016  0.15
H77 -3.899 -5.443 -2.191  0.16

Computed properties:
Energy relative to the best compared isomer or geometry (same formula, charge and spin) (kcal per mole): 29.8
Highest occupied orbital energy (Ha): -0.297

***

5.
C10H21BN2O4 | ωB97M-V/def2-TZVPD

Each line ends with the natural charge from an NBO analysis.
Atoms and positions in Å:
O1 0.224 -0.038 1.873  -0.65
O2 0.412 2.699 0.583  -0.92
O3 0.278 3.268 -1.734  -0.89
O4 -2.494 3.299 1.015  -0.72
B1 -0.016 2.395 -0.690  1.10
C1 0.037 -0.099 0.684  0.71
N1 -1.131 0.393 0.122  -0.46
N2 2.249 0.121 -0.236  -0.79
C2 1.612 -2.448 1.515  -0.62
C3 0.008 -2.941 -0.348  -0.60
C4 2.398 -2.710 -0.871  -0.60
C5 -2.186 0.854 1.025  -0.27
C6 -2.365 2.036 -1.100  -0.43
C7 1.274 -2.175 0.027  -0.04
C8 -2.848 2.087 0.361  0.08
C9 -1.049 1.262 -1.046  -0.41
C10 1.064 -0.694 -0.243  -0.16
H1 0.291 1.949 1.223  0.52
H2 0.890 4.006 -1.527  0.50
H3 -1.515 3.397 0.955  0.48
H4 1.982 1.073 -0.406  0.35
H5 2.556 0.125 0.744  0.36
H6 1.699 -3.508 1.742  0.21
H7 0.840 -2.030 2.177  0.24
H8 2.596 -2.050 1.732  0.20
H9 -0.284 -2.820 -1.405  0.21
H10 0.211 -4.002 -0.110  0.22
H11 -0.815 -2.584 0.267  0.21
H12 2.244 -2.448 -1.902  0.21
H13 2.515 -3.792 -0.860  0.21
H14 3.338 -2.255 -0.605  0.22
H15 -1.741 1.044 2.022  0.24
H16 -2.896 0.032 1.085  0.21
H17 -3.080 1.434 -1.699  0.22
H18 -2.273 3.018 -1.568  0.25
H19 -3.964 2.038 0.421  0.20
H20 -0.775 0.715 -1.965  0.24
H21 0.713 -0.651 -1.258  0.20

Computed properties:
Energy relative to the best compared isomer or geometry (same formula, charge and spin) (kcal per mole): 8.0
Highest occupied orbital energy (Ha): -0.338
SMILES: CC(C)(C)[C@H](N)C(=O)N1C[C@@H](O)C[C@H]1B(O)O

***

6.
H4O2P2 | ωB97M-V/def2-TZVPD

Each line ends with the natural charge from an NBO analysis.
Atoms and positions in Å:
O1 1.840 0.653 -0.774  -0.95
O2 -0.140 -0.847 -0.521  -0.92
P1 -2.698 0.289 -0.289  0.15
P2 0.959 -0.153 0.250  1.44
H1 2.509 0.991 -0.231  0.48
H2 -2.840 -0.573 0.949  -0.05
H3 -1.532 0.857 0.192  -0.08
H4 1.903 -1.217 0.424  -0.08

Computed properties:
Energy relative to the best compared isomer or geometry (same formula, charge and spin) (kcal per mole): 78.7
Highest occupied orbital energy (spin up / spin down) (Ha): -0.298 / -0.356